52
Properties=species:S:1:pos:R:3:forces:R:3 method="wB97M-V/def2-TZVPD" mol_weight_g_mol=586.3 energy_ha=-3513.9002 gap_ev=4.0 total_charge=-2 homo_energy_ev=0.08 max_force_ha_per_bohr=0.049 lumo_ev=4.04
Cs 0.2178 -0.2182 -0.3230 1.3 -1.6 -1.5
O -2.5498 2.8121 0.2807 -0.7 -0.2 -0.3
C -1.4361 2.2953 0.3945 -0.2 0.8 1.4
N -0.8834 1.6213 1.4013 0.6 -2.0 -0.3
C -1.6470 0.6429 2.0655 -1.2 -0.1 1.8
C -2.7807 1.1759 2.7473 -0.2 -0.7 0.1
C -3.6656 0.4263 3.5239 0.3 0.4 -0.3
C -3.4592 -0.9277 3.6766 0.4 -0.3 -0.2
C -2.3600 -1.5257 3.0625 -0.2 0.8 0.0
C -1.3978 -0.8293 2.2721 -1.0 1.1 0.3
N -0.4216 -1.7367 1.8077 0.8 0.3 1.4
C 0.7473 -1.7912 2.4743 -1.0 -0.7 -0.7
O 1.3641 -2.8393 2.7054 0.5 -0.1 -0.1
C 1.4249 -0.5279 2.9133 1.4 0.0 0.4
C 0.9568 0.1616 4.0283 0.2 0.7 -0.1
C 1.6582 1.2790 4.4703 -0.2 -0.3 -0.2
C 2.8202 1.6523 3.8075 -0.2 -0.1 0.0
C 3.2426 0.8775 2.7367 -0.4 -0.7 -0.3
N 2.6039 -0.2204 2.2921 -1.0 0.7 0.8
C -0.4473 2.4927 -0.6915 -0.1 1.3 -1.2
C 0.8093 3.0376 -0.4272 0.3 0.1 -0.5
C 1.7054 3.1868 -1.4798 -0.4 -0.1 0.3
C 1.3204 2.7774 -2.7504 -0.2 0.0 0.0
C 0.0503 2.2394 -2.9102 -0.3 0.1 0.6
N -0.8472 2.1000 -1.9161 0.9 0.7 -0.3
H -2.9817 2.2431 2.6555 0.3 -0.3 -0.1
H -4.5102 0.9160 3.9902 -0.1 0.1 0.1
H -4.1390 -1.5301 4.2641 -0.1 -0.1 0.1
H -2.2237 -2.5984 3.2039 0.2 0.3 -0.2
H 0.0307 -0.1476 4.4983 0.1 0.0 0.0
H 1.2711 1.8597 5.2988 0.1 0.0 0.1
H 3.3738 2.5318 4.1067 0.1 0.0 0.0
H 4.1409 1.1300 2.1855 0.1 0.1 0.0
H 1.0714 3.3061 0.5899 -0.1 -0.1 -0.1
H 2.6941 3.5902 -1.2969 0.0 0.0 -0.1
H 1.9959 2.8545 -3.5920 0.0 -0.1 0.0
H -0.2913 1.8879 -3.8777 0.1 0.0 -0.1
C 0.3089 -4.2794 -3.6612 0.2 -0.3 -0.8
As -0.1522 -2.3678 -3.6676 -0.3 0.7 1.1
C 1.4135 -1.1769 -3.6805 -0.7 -1.1 -2.1
C -1.5208 -1.8882 -4.9956 0.0 -0.4 -0.8
O -0.8731 -2.1071 -2.2119 -0.4 -0.2 0.0
H 0.8036 -4.5416 -4.6187 -0.2 -0.1 0.5
H -0.6151 -4.8817 -3.5442 0.5 0.5 0.0
H 0.9986 -4.4901 -2.8182 -0.5 0.4 -0.5
H 1.9578 -1.2957 -4.6397 0.0 0.2 0.4
H 2.0863 -1.4407 -2.8387 -0.5 0.3 -0.2
H 1.0791 -0.1245 -3.5733 0.0 -1.0 0.1
H -1.1120 -2.0383 -6.0157 -0.3 0.1 0.4
H -1.8065 -0.8244 -4.8639 0.3 -0.7 0.1
H -2.4130 -2.5322 -4.8554 0.5 0.4 0.0
H 2.3868 -0.2182 -2.2035 1.7 1.1 1.2